1.
The following is a DFT calculation (wB97M-V/def2-TZVPD) of a single HO2P molecule at a distorted geometry.

Atoms and positions in Å:
1 O 0.80 1.43 1.35
2 O 0.83 0.08 1.90
3 H -0.22 -0.02 -0.23
4 P -0.57 0.31 1.03

Energy relative to the best compared isomer or geometry (same formula, charge and spin) (kcal/mol): 92.7
Structure (SMILES): o1o[pH]1
E_HOMO (hartree): -0.3824

How positive or negative is each atom? The Mulliken charges in e answer that: -0.25, -0.19, 0.07, 0.37


2.
The following is a DFT calculation (wB97M-V/def2-TZVPD) of a gas-phase ion, C7H10NO2S (charge +1) at a distorted geometry.

Atoms and positions in Å:
1 O 1.68 -0.73 -0.38
2 H 0.25 0.82 2.05
3 H 3.88 0.55 0.68
4 H -0.23 -1.63 1.47
5 C -0.11 1.04 1.06
6 H 3.60 2.31 0.24
7 C 3.13 1.34 0.74
8 H 2.79 1.55 1.69
9 S 1.71 0.72 -0.23
10 C -1.59 0.45 -0.68
11 H -2.77 0.04 -2.25
12 H -0.59 2.07 0.91
13 H -2.66 -2.58 -1.80
14 H -1.61 1.46 -1.07
15 N -0.92 0.06 0.41
16 O 1.45 1.51 -1.37
17 H -1.39 -3.22 0.47
18 C -0.76 -1.23 0.68
19 C -2.21 -1.81 -1.13
20 C -1.40 -2.24 -0.03
21 C -2.23 -0.46 -1.46

Net charge: +1
Energy relative to the best compared isomer or geometry (same formula, charge and spin) (kcal/mol): 22.2
Structure (SMILES): CS(=O)(=O)C[n+]1ccccc1
E_HOMO (hartree): -0.5023

Atomic partial charges in e from the Mulliken method, atoms 1 to 5: -0.56, 0.48, 0.37, 0.38, -0.76


3.
The following is a DFT calculation (wB97M-V/def2-TZVPD) of a single C2H3N2OP molecule at a distorted geometry.

Atoms and positions in Å:
1 H -3.16 -0.29 0.28
2 O -1.69 1.01 -0.32
3 C -2.07 0.04 0.23
4 H 2.01 1.41 -0.14
5 N -0.09 -0.91 0.21
6 H 2.93 0.07 -0.93
7 P 2.44 0.23 0.34
8 C 0.90 -0.46 -0.23
9 N -1.28 -1.10 0.57

Energy relative to the best compared isomer or geometry (same formula, charge and spin) (kcal/mol): 70.0
Structure (SMILES): O=C/N=N\C#[PH2]
E_HOMO (spin up / spin down) (hartree): -0.3382 / -0.3382

Atomic partial charges in e from the Mulliken method, atoms 1 to 5: 0.31, -0.46, 0.19, 0.07, 0.66


4.
The following is a DFT calculation (wB97M-V/def2-TZVPD) of a molecular structure, C11H14BCuN7S at a distorted geometry.

Atoms and positions in Å:
1 C 2.79 -0.93 -1.51
2 N -0.63 0.22 2.90
3 N 0.56 1.78 -0.68
4 H 4.06 -2.51 -0.55
5 C 0.05 2.59 1.28
6 H -3.69 -0.71 -2.89
7 Cu -0.97 -0.94 1.01
8 C -0.19 0.43 3.98
9 H 3.25 -0.64 -2.42
10 H 1.29 3.51 -1.64
11 N 0.08 1.45 0.57
12 N -1.38 -0.43 -0.59
13 C 3.22 -1.91 -0.52
14 H -0.94 -2.88 2.34
15 S 0.40 0.68 5.47
16 H -2.15 -2.61 1.27
17 C -2.67 -0.70 -0.98
18 H -2.20 -1.29 2.86
19 N 1.61 -0.43 -1.13
20 H -1.36 0.22 -3.80
21 C -1.80 -2.17 2.23
22 C 2.23 -1.89 0.47
23 N -0.77 0.08 -1.80
24 H 1.05 1.02 -2.80
25 H 0.67 4.67 0.82
26 B 0.69 0.65 -1.74
27 H 2.10 -2.44 1.37
28 H 0.31 -1.55 -0.27
29 C 0.87 3.10 -0.74
30 C 0.55 3.66 0.50
31 H -0.32 2.61 2.29
32 N 1.16 -1.06 0.09
33 C -2.84 -0.49 -2.33
34 H -3.42 -1.07 -0.26
35 C -1.64 -0.01 -2.80

Spin multiplicity: 2
Energy relative to the best compared isomer or geometry (same formula, charge and spin) (kcal/mol): 6.2
E_HOMO (spin up / spin down) (hartree): -0.2591 / -0.2588

Atomic partial charges in e from the Mulliken method, atoms 1 to 5: -0.08, -0.79, -0.13, 0.46, -0.01


5.
The following is a DFT calculation (wB97M-V/def2-TZVPD) of a gas-phase ion, C4H9NO2 (charge +1) at a distorted geometry.

Atoms and positions in Å:
1 H 0.82 0.04 -2.33
2 O 1.15 2.19 1.52
3 C -0.10 -0.30 -1.84
4 O -1.70 0.23 -0.12
5 H 0.67 -1.43 1.93
6 H -0.10 -1.40 -1.74
7 C -0.41 0.48 -0.57
8 C 0.63 0.07 0.53
9 H -0.40 1.54 -0.71
10 N 0.22 -1.16 1.15
11 H 1.62 0.10 0.07
12 H 0.16 -1.88 0.46
13 H -1.73 -0.65 0.28
14 C 0.51 1.25 1.58
15 H -0.97 -0.15 -2.48
16 H -0.36 1.07 2.26

Net charge: +1
Spin multiplicity: 2
Energy relative to the best compared isomer or geometry (same formula, charge and spin) (kcal/mol): 59.9
E_HOMO (spin up / spin down) (hartree): -0.5664 / -0.5589

Atomic partial charges in e from the Mulliken method, atoms 1 to 5: 0.39, -0.10, -1.26, -0.47, 0.20


6.
The following is a DFT calculation (wB97M-V/def2-TZVPD) of a single C22H30N6O2 molecule at a distorted geometry.

Atoms and positions in Å:
1 C -1.63 0.91 -1.10
2 H 1.26 2.11 0.94
3 C 3.86 -0.15 -1.51
4 H 3.10 2.33 -2.28
5 H 1.54 0.63 -3.35
6 N -3.32 0.27 0.87
7 C 2.66 1.89 -1.37
8 H 1.62 -1.56 -0.15
9 H 3.12 2.99 0.47
10 H -0.86 -5.59 -1.17
11 O -4.64 2.02 0.25
12 C -3.00 2.79 -1.81
13 H 4.54 2.51 -0.46
14 C 1.86 -0.96 3.17
15 O -2.07 -1.50 1.55
16 H -5.07 0.67 1.92
17 N -2.75 1.67 -0.94
18 H 4.51 0.31 -2.27
19 H -0.15 -0.64 3.86
20 H 0.88 -3.88 -0.53
21 C -4.25 -0.05 1.94
22 H 0.18 -1.94 0.83
23 H 5.51 0.36 -0.17
24 H -3.98 3.19 -1.57
25 H -2.44 -5.06 -1.73
26 C 1.45 1.24 1.56
27 H -2.24 3.55 -1.66
28 N 2.55 0.45 -1.48
29 C -1.38 -4.81 -1.71
30 H 2.03 -1.81 3.80
31 H 3.81 -1.04 2.34
32 C -1.35 -0.17 -0.28
33 H 1.65 2.30 -1.26
34 H -3.73 0.00 2.90
35 H -2.96 2.45 -2.85
36 C 0.23 0.13 -1.76
37 C 4.47 0.02 -0.09
38 C 0.46 0.81 2.41
39 H -0.48 1.35 2.44
40 H -1.56 -3.50 -0.01
41 C -2.21 -0.57 0.78
42 H -4.64 -1.06 1.80
43 H 1.75 -1.02 -2.71
44 C 1.56 0.02 -2.44
45 H -1.74 -2.70 -1.57
46 C 2.68 0.57 1.48
47 C -3.64 1.36 0.07
48 N 3.73 1.01 0.67
49 C 2.86 -0.53 2.32
50 C -1.17 -3.46 -1.03
51 C 0.55 -1.80 -0.18
52 C 3.54 2.19 -0.14
53 N -0.64 1.10 -2.00
54 H 0.67 -2.95 -2.02
55 C 0.30 -3.07 -1.00
56 C 0.64 -0.30 3.21
57 H 4.47 -0.93 0.43
58 N -0.14 -0.66 -0.73
59 H -1.01 -4.79 -2.73
60 H 3.76 -1.21 -1.75

Energy relative to the best compared isomer or geometry (same formula, charge and spin) (kcal/mol): 6.8
Structure (SMILES): CCCCn1c(CN2CCN(c3ccccc3)CC2)nc2c1c(=O)n(C)c(=O)n2C
E_HOMO (hartree): -0.2859

Atomic partial charges in e from the Mulliken method, atoms 1 to 5: 0.85, 0.19, -0.89, 0.47, 0.42


7.
The following is a DFT calculation (wB97M-V/def2-TZVPD) of 11 unconnected molecules or ions with the total composition C25H79O32P7 at a distorted geometry.

Atoms and positions in Å:
1 C 8.78 1.30 -6.39
2 H 2.40 7.42 3.71
3 H 1.54 -4.82 4.79
4 H -0.27 3.76 -5.47
5 C -2.38 -3.47 -6.13
6 H -1.16 -2.27 -0.66
7 H 7.26 -2.83 3.04
8 H -1.93 6.42 4.06
9 H -2.30 4.79 -4.65
10 O 6.86 3.12 -3.59
11 O -2.93 8.19 3.91
12 O -5.69 -9.06 1.38
13 C -6.16 -2.06 -7.67
14 H -5.49 10.89 6.28
15 H 5.61 -2.28 2.74
16 H -2.65 -2.23 8.19
17 O 4.23 3.96 2.13
18 H 8.53 -1.89 -1.77
19 H 1.37 -1.95 5.06
20 H 7.11 2.84 -1.64
21 H -5.71 -10.70 -2.04
22 H -1.06 2.34 0.97
23 C -4.95 -3.69 -3.85
24 O 2.23 4.51 3.76
25 P -4.46 8.75 3.95
26 H -6.37 10.31 4.98
27 H -5.74 -10.24 3.06
28 H -4.92 7.59 1.70
29 H 4.93 3.77 3.95
30 O -5.92 -3.40 -7.66
31 H 2.64 5.91 -0.66
32 H -7.24 -1.89 -7.66
33 H 3.38 7.15 0.50
34 C -5.82 -9.75 -1.52
35 H 5.09 2.28 3.01
36 O 4.06 6.27 3.17
37 H -4.78 -10.98 1.76
38 H -1.11 -9.53 0.50
39 H 6.52 -4.33 4.51
40 H -6.46 9.42 6.44
41 H 7.94 1.08 -7.05
42 C -0.44 -2.53 0.12
43 C 3.13 6.11 0.29
44 H 8.60 3.55 -2.51
45 H 0.47 -5.86 5.76
46 H -1.74 2.28 -0.59
47 C -5.65 -10.35 1.98
48 O -4.57 -9.39 -0.99
49 O 0.68 -3.98 6.40
50 H -5.70 -1.55 -6.82
51 O -3.63 -3.14 -6.74
52 H 8.12 1.85 -2.62
53 C 5.19 3.37 2.97
54 P -4.44 -8.60 0.40
55 H 3.72 0.17 0.47
56 O 6.42 0.69 -4.48
57 O -4.65 9.86 2.99
58 H -4.79 -2.75 -3.32
59 H 3.31 -0.19 -1.24
60 H -6.65 -9.94 -0.84
61 C -0.86 3.63 -4.56
62 H 3.78 8.10 4.34
63 H 3.44 8.20 2.59
64 H -6.58 -10.79 1.63
65 C -1.77 -8.71 0.81
66 O 8.33 2.21 -5.36
67 H -1.75 -7.88 0.11
68 O -5.27 7.37 3.70
69 H -1.58 -3.44 -6.87
70 C -5.75 9.94 5.80
71 H -5.15 5.97 2.15
72 C -5.50 6.97 2.40
73 O 1.78 0.69 0.02
74 H -5.58 -4.32 -3.22
75 H 7.23 -2.07 -3.83
76 H -3.67 -2.96 6.94
77 H 9.47 1.84 -7.02
78 O -1.41 4.88 -4.30
79 P 0.55 -0.16 -0.60
80 H 6.17 3.73 2.70
81 O -1.73 -3.72 6.95
82 O -4.67 9.17 5.51
83 O -3.06 -9.31 0.96
84 C 0.55 -1.24 5.13
85 H 9.23 0.38 -6.01
86 H -5.52 1.60 -0.75
87 C 3.46 7.55 3.46
88 C 0.57 -4.88 5.29
89 H 3.90 2.39 -6.08
90 C 3.14 0.48 -0.40
91 O 0.65 -1.62 0.19
92 O 7.54 -2.89 -3.45
93 H -4.62 2.17 -3.09
94 O -5.58 -3.44 -5.12
95 C -2.87 -3.15 7.66
96 O -0.81 0.53 -0.04
97 O 5.87 2.86 -5.87
98 H 0.05 2.42 -0.48
99 H -1.77 7.42 5.43
100 H -5.66 0.94 -3.61
101 O -4.72 -5.53 -6.48
102 H -6.19 -9.04 -2.27
103 H -3.98 -4.19 -3.90
104 H -1.34 -8.30 1.72
105 H -4.35 0.64 -2.38
106 H -2.36 -4.48 -5.74
107 H -6.54 7.14 2.14
108 H -0.05 -3.54 0.00
109 P -4.96 -4.04 -6.49
110 O 2.45 5.56 1.42
111 H 4.29 3.06 -4.54
112 H 6.06 -3.99 2.30
113 H 0.90 -0.42 5.75
114 C 6.22 -3.16 2.99
115 P 3.13 5.02 2.72
116 C -0.85 1.98 -0.04
117 H 4.09 5.67 0.02
118 O 0.01 -2.11 8.08
119 H 3.50 1.42 -0.79
120 H 4.47 4.13 -5.84
121 H -2.00 -2.78 -5.38
122 H -0.28 -4.78 4.61
123 H -3.16 -3.92 8.38
124 H 7.11 -2.80 -1.36
125 H 0.43 -0.94 4.09
126 C -5.15 1.29 -2.72
127 O -0.60 -1.96 5.55
128 C -2.51 7.08 4.70
129 O 0.56 -0.18 -2.11
130 P -0.38 -2.87 6.85
131 O -6.02 1.51 -1.56
132 C 7.75 2.87 -2.52
133 O 5.82 -3.74 4.22
134 H -3.33 6.60 5.22
135 H -0.19 3.22 -3.80
136 C 4.59 3.08 -5.59
137 C 7.92 -2.74 -2.08
138 H -1.60 2.84 -4.65
139 P 6.82 2.08 -4.81
140 O -4.23 -7.12 0.18
141 H 8.59 -3.56 -1.84
142 H -0.99 -2.52 1.06
143 H -5.84 -1.68 -8.64

Energy relative to the best compared isomer or geometry (same formula, charge and spin) (kcal/mol): 123.2
Structure (SMILES): COP(=O)(OC)OC.COP(=O)(OC)OC.COP(=O)(OC)OC.COP(=O)(OC)OC.COP(=O)(OC)OC.COP(=O)(OC)OC.COP(=O)(OC)OC.CO.CO.CO.CO
E_HOMO (hartree): -0.3821

Atomic partial charges in e from the Mulliken method, atoms 1 to 5: -0.67, 0.31, 0.29, 0.27, -0.77


8.
The following is a DFT calculation (wB97M-V/def2-TZVPD) of a single C3H4O3S2 molecule at a distorted geometry.

Atoms and positions in Å:
1 H 1.12 -1.51 -0.63
2 H -0.08 -0.65 1.81
3 S -2.10 -0.02 -1.37
4 C 0.29 1.24 0.47
5 S -0.86 2.29 0.87
6 C -0.71 -0.92 -0.57
7 O -0.45 -2.13 -1.14
8 H -2.43 0.76 -0.29
9 O 1.59 1.51 0.17
10 H 2.10 0.78 -0.09
11 O 1.40 -0.91 0.22
12 C 0.13 -0.42 0.55

Energy relative to the best compared isomer or geometry (same formula, charge and spin) (kcal/mol): 57.7
Structure (SMILES): O=C(S)[C@@H](O)C(O)=S
E_HOMO (hartree): -0.3466

Atomic partial charges in e from the Mulliken method, atoms 1 to 5: 0.38, 0.27, -0.12, 0.24, -0.29


9.
The following is a DFT calculation (wB97M-V/def2-TZVPD) of a single C4H4BrNO molecule at a distorted geometry.

Atoms and positions in Å:
1 H 1.99 0.50 -0.98
2 C 1.63 0.72 -0.02
3 N -0.82 0.89 -0.09
4 C 0.25 0.11 0.00
5 C -1.95 -0.06 -0.11
6 Br -3.73 0.38 -0.04
7 H 2.37 0.22 0.72
8 C -0.11 -1.20 0.11
9 H 1.43 1.91 -0.09
10 O -1.49 -1.30 0.06
11 H 0.42 -2.17 0.44

Energy relative to the best compared isomer or geometry (same formula, charge and spin) (kcal/mol): 35.4
Structure (SMILES): Cc1coc(Br)n1
E_HOMO (hartree): -0.3196

Atomic partial charges in e from the Mulliken method, atoms 1 to 5: 0.29, -0.97, -0.53, 0.72, 0.29


10.
The following is a DFT calculation (wB97M-V/def2-TZVPD) of a single C8H11N molecule at a distorted geometry.

Atoms and positions in Å:
1 H 1.60 0.92 -2.41
2 C 0.83 1.14 -0.45
3 H 2.29 2.80 0.03
4 C 2.10 1.83 -0.44
5 H -0.44 -3.27 -0.05
6 H 1.75 -1.46 -0.97
7 H 2.96 1.24 -0.44
8 H -2.63 1.10 0.74
9 C -0.79 -2.47 0.60
10 H -0.55 -2.78 1.62
11 C -2.18 0.24 1.22
12 H -1.84 -2.47 0.50
13 C -0.88 0.14 0.50
14 H 0.61 2.41 -2.18
15 C 1.35 1.68 -1.71
16 H -2.77 -0.66 1.30
17 C -0.14 -1.11 0.18
18 C 1.02 -0.96 -0.40
19 H -1.95 0.43 2.16
20 N -0.34 1.25 0.19

Energy relative to the best compared isomer or geometry (same formula, charge and spin) (kcal/mol): 74.1
E_HOMO (hartree): -0.3047

Atomic partial charges in e from the Mulliken method, atoms 1 to 5: 0.21, 0.85, 0.25, -0.73, 0.37


11.
The following is a DFT calculation (wB97M-V/def2-TZVPD) of 2 unconnected molecules or ions with the total composition C5H13FN3P at a distorted geometry.

Atoms and positions in Å:
1 H -3.16 -1.06 -0.93
2 C -2.21 -0.60 -0.74
3 H -2.01 1.60 -0.67
4 N -1.32 -1.36 0.15
5 H 0.94 1.98 0.50
6 C 2.82 -1.23 -0.32
7 H -0.77 -2.09 -0.26
8 C -0.64 -0.49 0.90
9 H 2.21 -1.40 -1.20
10 F -0.64 2.74 -0.70
11 H 0.61 -1.36 2.29
12 N -1.30 0.65 1.05
13 H 0.58 0.83 -0.82
14 H -0.67 1.45 1.04
15 H 2.08 1.67 -0.75
16 H 3.71 -0.72 -0.65
17 N 0.58 -0.76 1.49
18 C -2.33 0.77 -0.03
19 H -1.70 -0.48 -1.69
20 H 3.07 -2.17 0.15
21 H -3.27 0.91 0.46
22 P 2.08 -0.06 0.88
23 C 1.33 1.20 -0.13

E_HOMO (hartree): -0.3050

Atomic partial charges in e from the Mulliken method, atoms 1 to 5: 0.33, -0.42, 0.25, -0.21, 0.37


12.
The following is a DFT calculation (wB97M-V/def2-TZVPD) of a molecular structure, C27H31Cl4N3O5SSbSc at a distorted geometry.

Atoms and positions in Å:
1 C -1.77 -0.22 2.50
2 C 2.73 -2.54 4.78
3 H 1.85 2.21 -5.71
4 H 3.59 0.74 -6.68
5 H 4.62 -2.04 2.37
6 O -1.21 -1.19 1.84
7 C 2.72 0.08 3.25
8 H 3.28 -1.82 -3.25
9 Cl -3.31 3.39 1.53
10 C 0.39 3.55 1.45
11 H 1.32 5.22 0.44
12 C -2.89 -1.85 -1.70
13 O 0.73 0.98 1.00
14 C -3.65 -3.02 -1.30
15 C -2.63 0.83 4.55
16 H 1.94 3.36 -1.30
17 N 1.77 -1.44 -1.38
18 H -1.98 0.10 -3.55
19 H 3.84 -3.55 1.83
20 H 3.03 2.94 1.54
21 H 3.71 -2.10 0.83
22 S 0.45 2.25 0.17
23 H 3.74 -0.02 3.61
24 C -5.58 -2.33 -2.61
25 H -2.51 -3.45 0.46
26 C 2.98 -0.94 -3.80
27 H 2.72 -3.63 4.86
28 H 3.59 4.16 0.39
29 H 2.64 1.86 -0.64
30 C 3.15 0.51 -5.72
31 C -2.87 0.33 -2.95
32 H -3.71 -4.71 0.03
33 C -2.19 0.95 1.76
34 H 0.48 3.00 2.38
35 C 3.56 -0.62 -5.02
36 Sc -0.61 -0.64 -0.04
37 C 1.58 1.01 -3.96
38 Cl -2.92 0.73 6.27
39 H 0.79 1.61 -3.53
40 H -6.59 -2.51 -2.97
41 C -3.59 -0.93 -2.56
42 C -4.94 -3.23 -1.76
43 H 4.33 -1.27 -5.43
44 C 1.99 -0.12 -3.28
45 C 2.17 1.32 -5.18
46 Cl -1.36 -1.58 4.78
47 H -2.52 0.87 -2.07
48 H 1.83 5.04 2.12
49 H 3.76 -2.18 4.89
50 C 2.71 3.60 0.73
51 O -1.94 1.00 0.48
52 C -2.82 1.99 2.45
53 C 1.57 4.49 1.21
54 H -3.53 0.99 -3.53
55 O 0.38 0.38 -1.65
56 C -3.06 1.93 3.84
57 N -1.62 -1.67 -1.34
58 C -4.88 -1.18 -2.99
59 Sb 1.92 -1.89 2.87
60 C -1.99 -0.23 3.88
61 H -2.18 -4.53 -0.87
62 C -2.98 -3.99 -0.37
63 C 2.09 2.77 -0.39
64 Cl -3.88 3.24 4.64
65 C 3.75 -2.46 1.86
66 H 2.12 -2.14 5.59
67 O 1.17 -1.68 -0.29
68 N 1.35 -0.41 -2.03
69 H -5.37 -0.45 -3.63
70 H 2.11 0.59 4.00
71 H 2.68 0.66 2.33
72 H -0.58 4.03 1.40
73 H -5.46 -4.12 -1.43

Net charge: -2
E_HOMO (hartree): -0.0008

Atomic partial charges in e from the Mulliken method, atoms 1 to 5: 0.13, -1.36, 0.36, 0.37, 0.39


13.
The following is a DFT calculation (wB97M-V/def2-TZVPD) of a single CHNO molecule at a distorted geometry.

Atoms and positions in Å:
1 O -0.74 0.71 0.02
2 N -0.76 -0.81 0.01
3 H 1.23 0.20 -0.07
4 C 0.27 -0.10 0.04

Energy relative to the best compared isomer or geometry (same formula, charge and spin) (kcal/mol): 103.2
Structure (SMILES): C1=NO1
E_HOMO (hartree): -0.3498

How positive or negative is each atom? The Mulliken charges in e answer that: -0.31, -0.39, 0.31, 0.39